# C3H2BrCl3

2 unconnected molecules or ions with the total composition C3H2BrCl3 at a distorted geometry (the ωB97M-V functional and the def2-TZVPD basis, the Open Molecules 2025 dataset).

Gap between HOMO and LUMO (spin up / spin down), Eh: 0.3040 / 0.3040
F_max, eV/Å: 5.10
E_tot, Eh: -4069.9563

Each line ends with the natural charge from an NBO analysis.
Atoms and positions in Å:
C (-1.08430, 1.10862, -0.41731)  -0.529
C (0.05934, 1.04147, 0.10504)  -0.039
C (0.63630, -1.26276, 0.32210)  -0.246
Cl (-0.02162, -1.73534, 1.92590)  0.003
Cl (2.31356, -1.34608, 0.21152)  0.107
Cl (-0.30252, -1.96766, -0.88192)  0.091
Br (1.57283, 2.12880, 0.30320)  0.139
H (-1.58014, 1.91282, -0.92053)  0.234
H (-1.59346, 0.12014, -0.64799)  0.240